Density functional theory data (ωB97M-V/def2-TZVPD) for 4 unconnected molecules or ions with the total composition C52H44BF4N2O9S in a non-equilibrium geometry.

Calculated values
ΔE to the lowest compared entry with this formula, charge and spin ... 0.000 eV
Charge ... +1
F_max ... 1.5 eV/Å
LUMO ... -0.107 hartree
Orbital gap ... 8.30 eV

```
113
Properties=species:S:1:pos:R:3:forces:R:3
C 2.463246 2.501476 1.559520 -0.439 -0.034 -0.240
N 1.559275 1.670959 0.714408 -0.133 -0.347 0.068
C 0.503864 1.063978 1.597619 0.765 0.649 -0.093
B 2.247402 0.553427 0.148116 0.165 0.381 0.764
O 2.813032 -0.452261 0.876255 -0.350 0.127 -0.482
N 2.409866 0.414521 -1.379903 -0.927 -0.456 0.272
C 2.066012 1.582806 -2.263611 1.393 -0.167 -0.493
C 1.202945 1.060056 -3.407509 -0.086 0.682 -0.030
C 1.967407 0.632852 -4.654803 0.171 0.109 0.440
C 2.932618 1.715828 -5.152748 0.165 -0.687 -0.194
C 4.376003 1.229431 -5.261832 -0.392 0.297 0.380
F 4.896458 1.604124 -6.476103 0.380 0.251 -0.312
C 0.402852 -0.016973 -2.664105 0.935 -0.178 -0.562
S -0.363325 -1.328044 -3.646593 -0.333 -0.530 -0.866
O -0.579807 -0.931039 -4.993693 -0.408 0.702 -0.116
O 0.342382 -2.551090 -3.435926 0.309 -0.131 0.752
C -2.044581 -1.564975 -2.846877 -0.572 -0.111 -0.560
F -2.952158 -0.877834 -3.563136 0.618 -0.679 0.811
F -2.024422 -1.098435 -1.584883 -0.109 -0.403 -0.409
F -2.319179 -2.879096 -2.866572 0.062 1.326 0.178
C 1.467588 -0.726093 -1.815931 -0.340 1.142 0.392
H 1.857080 2.955888 2.327445 -0.178 0.219 0.234
H 2.909419 3.304191 0.992040 0.252 0.102 -0.268
H 3.219365 1.900851 2.055503 0.247 -0.084 0.117
H 0.023416 0.232605 1.098500 -0.301 -0.210 -0.048
H -0.218728 1.831165 1.833283 -0.339 0.125 -0.088
H 0.960835 0.739697 2.523487 -0.051 -0.416 0.298
H 2.326677 -1.279681 0.894688 0.310 -0.442 0.230
H 3.352349 0.063774 -1.519977 0.169 0.142 -0.272
H 1.628860 2.376154 -1.684390 -0.435 -0.033 0.444
H 3.011384 1.954989 -2.636649 0.185 0.259 -0.086
H 0.624133 1.931101 -3.690441 -0.694 -0.099 -0.105
H 2.488812 -0.297838 -4.443610 0.263 -0.253 -0.080
H 1.251278 0.412053 -5.426448 -0.245 -0.189 -0.198
H 2.651439 2.015834 -6.150120 -0.177 0.118 -0.325
H 2.887193 2.605696 -4.542187 0.021 0.345 0.119
H 4.469467 0.152472 -5.201327 -0.099 -0.324 0.022
H 4.957965 1.686780 -4.465930 0.398 0.026 0.054
H -0.329099 0.494778 -2.054712 -0.353 -0.227 0.260
H 2.094206 -1.416890 -2.341419 -0.189 -0.572 -0.338
H 0.949530 -1.176717 -0.983465 0.349 -0.404 0.450
C 0.441593 -1.033416 9.195720 0.039 0.015 -0.039
C 1.297156 -0.771510 8.131232 -0.028 0.001 0.039
C 0.948866 -1.158469 6.849354 0.086 0.067 0.059
C -0.252529 -1.818684 6.625760 -0.099 -0.063 0.007
C -1.102335 -2.098399 7.698807 0.018 -0.020 -0.143
C -0.754589 -1.695333 8.980304 0.063 0.046 0.113
C -2.379392 -2.841664 7.492874 -0.087 -0.027 0.094
O -3.119554 -3.075766 8.421986 -0.017 0.000 0.027
C -2.712797 -3.292362 6.112106 0.102 0.060 -0.035
C -3.869707 -4.030649 5.899501 -0.057 -0.059 -0.073
C -4.198970 -4.448421 4.621261 -0.040 -0.016 0.041
C -3.378561 -4.122443 3.548168 -0.007 -0.005 -0.026
C -2.224218 -3.389156 3.753878 -0.076 -0.065 -0.083
C -1.880948 -2.976696 5.035241 0.025 0.025 0.127
C -0.620939 -2.213504 5.239107 0.030 0.009 -0.124
O 0.089031 -1.920318 4.294081 0.077 0.090 -0.080
H 0.712411 -0.723814 10.195839 0.008 0.003 0.017
H 2.236475 -0.264141 8.304670 0.012 0.012 0.009
H 1.608450 -0.954416 6.018082 -0.045 -0.033 -0.076
H -1.421253 -1.905984 9.804264 -0.071 -0.060 -0.041
H -4.506189 -4.277143 6.737297 0.045 0.047 0.081
H -5.097837 -5.023762 4.451267 -0.020 0.012 -0.044
H -3.647343 -4.445737 2.551746 -0.050 -0.010 -0.001
H -1.581022 -3.137072 2.923012 0.085 0.035 0.042
C -6.822357 -5.306207 -2.624726 0.050 -0.003 0.029
C -5.772767 -5.501650 -1.732975 -0.030 0.015 -0.035
C -5.958787 -5.273776 -0.381024 0.099 -0.036 -0.081
C -7.192917 -4.840878 0.086688 -0.115 0.045 0.006
C -8.240432 -4.628108 -0.811277 0.039 0.014 0.131
C -8.052500 -4.870045 -2.165276 0.050 -0.026 -0.128
C -9.564394 -4.127595 -0.339512 -0.113 0.010 -0.071
O -10.473740 -3.948642 -1.118994 -0.015 0.017 -0.027
C -9.730578 -3.848628 1.114716 0.142 -0.039 0.009
C -10.936486 -3.335320 1.571175 -0.112 0.047 0.068
C -11.112560 -3.081326 2.920068 0.045 -0.012 0.047
C -10.086705 -3.345370 3.821199 -0.048 0.016 -0.028
C -8.880739 -3.852970 3.371596 -0.045 0.039 0.109
C -8.694361 -4.100269 2.017875 -0.014 -0.013 -0.132
C -7.381261 -4.618805 1.548215 0.080 -0.018 0.080
O -6.481956 -4.849512 2.331996 0.063 0.001 0.013
H -6.678043 -5.494159 -3.680037 0.003 -0.007 -0.016
H -4.810183 -5.837249 -2.095556 0.006 -0.023 -0.008
H -5.149726 -5.432831 0.317659 -0.047 -0.007 0.090
H -8.871446 -4.714052 -2.852889 -0.074 0.040 0.059
H -11.731845 -3.135544 0.867480 0.034 -0.042 -0.088
H -12.051727 -2.678057 3.273238 -0.018 0.000 0.009
H -10.229647 -3.151737 4.875532 -0.006 0.004 0.017
H -8.079398 -4.056609 4.067321 0.073 -0.025 -0.052
C 8.287000 3.393719 -5.974971 0.113 0.076 -0.012
C 9.459202 4.140861 -5.915533 -0.065 -0.025 0.018
C 9.553347 5.223198 -5.055491 0.076 -0.077 -0.083
C 8.473513 5.568316 -4.254504 -0.097 0.021 0.046
C 7.292241 4.828410 -4.327093 -0.088 0.128 0.118
C 7.207892 3.742867 -5.183723 0.029 -0.211 -0.144
C 6.104257 5.188357 -3.506361 -0.082 -0.113 0.004
O 5.083936 4.520957 -3.553468 -0.008 -0.058 0.069
C 6.200279 6.380138 -2.621020 0.092 0.003 -0.068
C 5.089681 6.773348 -1.885169 -0.060 0.064 0.089
C 5.167540 7.872586 -1.048697 0.038 0.024 0.022
C 6.359033 8.580686 -0.936032 -0.053 -0.028 0.003
C 7.468487 8.196489 -1.668855 -0.026 0.105 0.087
C 7.392776 7.102336 -2.518731 -0.074 -0.126 -0.072
C 8.593204 6.723159 -3.320390 0.133 0.054 -0.014
O 9.631021 7.336944 -3.215987 0.014 0.024 0.011
H 8.214556 2.546884 -6.643870 -0.009 -0.003 -0.016
H 10.300178 3.878106 -6.542447 0.019 -0.007 -0.005
H 10.462930 5.804258 -5.003084 -0.014 0.063 0.074
H 6.293534 3.173288 -5.235197 -0.052 0.081 -0.020
H 4.166179 6.219604 -1.975376 0.015 -0.068 -0.068
H 4.299672 8.181380 -0.481865 -0.011 0.014 0.011
H 6.419395 9.436432 -0.277699 -0.003 0.017 0.008
H 8.395842 8.745353 -1.588444 0.060 -0.043 -0.071
```
Positions in Å, forces in eV/Å.

---

Density functional theory data (ωB97M-V/def2-TZVPD) for a molecular structure, C52H44F5N6O2P2STl in a non-equilibrium geometry.

Calculated values
ΔE to the lowest compared entry with this formula, charge and spin ... 0.000 eV
Charge ... -2
F_max ... 1.9 eV/Å
LUMO (spin up / spin down) ... 0.129 / 0.131 hartree
Orbital gap (spin up / spin down) ... 4.40 / 6.05 eV

```
113
Properties=species:S:1:pos:R:3:forces:R:3
Tl 1.885485 0.048826 -1.157014 -0.069 0.728 0.334
O 6.936646 -0.941799 5.220323 -0.139 -0.712 -0.588
N 6.521600 0.237317 5.071281 -0.317 -0.627 -0.417
O 6.842256 1.076811 5.937545 -0.110 0.973 0.126
C 5.694435 0.602636 3.988635 0.493 0.257 0.279
C 5.346304 1.964407 3.965736 0.007 -1.234 0.259
C 4.483861 2.451668 2.990068 -0.035 1.090 0.543
C 4.030609 3.803843 3.029163 1.160 -0.400 0.944
C 3.244081 4.262788 2.022113 -0.146 1.544 0.236
C 2.870423 3.398198 1.014175 -0.380 -0.999 -0.114
N 3.209495 2.112409 1.024469 -0.900 0.376 -0.994
C 3.994117 1.639100 1.961636 0.282 -0.677 0.126
C 4.323208 0.195970 1.957825 -0.052 0.568 -0.189
N 3.743223 -0.538996 1.003437 0.353 -1.397 0.380
C 3.950057 -1.872254 1.059682 -0.044 0.543 -0.468
C 4.747847 -2.496728 1.998963 0.524 1.221 0.823
C 5.394400 -1.708733 2.966233 -0.536 -0.656 -0.906
C 5.190507 -0.337906 2.945834 0.018 1.124 1.202
H 5.654382 2.561209 4.808146 0.103 0.148 -0.092
H 4.411603 4.407276 3.884548 -0.526 -0.244 -0.842
H 2.900161 5.306900 2.011094 0.100 -0.472 -0.032
H 2.172273 3.707312 0.251322 0.039 0.076 -0.307
H 3.477236 -2.468997 0.286609 -0.188 0.082 -0.052
H 4.877874 -3.555701 2.000979 -0.025 -0.544 -0.100
H 6.024259 -2.117544 3.730598 0.152 -0.168 0.147
N -1.157659 0.612333 -2.994549 0.756 0.639 -0.817
C -1.084304 0.782815 -4.462167 -0.121 -0.910 0.727
C 0.278542 1.341643 -4.815207 0.605 0.324 0.216
N 0.451792 2.774799 -4.362964 0.475 -1.172 -0.431
H -0.540812 -0.120329 -2.662883 0.007 -0.120 -0.168
H -2.071014 0.402322 -2.681398 -1.054 -0.254 0.318
H -1.884884 1.440824 -4.797667 -0.039 0.397 0.175
H -1.302085 -0.172293 -4.987805 0.496 0.304 0.011
H 0.431866 1.283870 -5.894479 -0.059 0.112 -0.102
H 1.062900 0.679581 -4.376858 -0.524 0.486 -0.139
H 1.322384 2.820909 -3.822405 -0.521 0.074 -0.154
H -0.308434 2.991479 -3.736992 -0.016 -0.087 0.351
C -3.695976 -1.459908 2.133045 -0.277 -0.166 -0.020
N -4.490032 -0.455234 1.602949 0.310 -0.787 0.457
C -4.074257 0.918207 1.857963 0.696 -0.026 -0.287
P -2.355439 1.171764 1.002037 0.302 0.132 0.501
C -2.837066 2.147059 -0.456896 -0.554 0.282 -0.642
C -4.024086 1.803523 -1.105534 0.715 0.663 -0.394
C -4.412343 2.420779 -2.292409 -0.159 -0.352 -0.122
C -3.616275 3.386012 -2.896997 0.465 -0.034 0.915
C -2.440283 3.767126 -2.243032 0.345 -0.651 0.222
C -2.048345 3.128417 -1.062027 0.064 0.197 0.227
C -1.619872 2.526099 2.012681 -0.025 -0.939 0.454
C -0.340290 2.374606 2.563125 -0.894 0.601 -0.751
C 0.225200 3.391588 3.290128 1.153 0.754 0.693
C -0.518883 4.539521 3.570219 -0.336 -0.275 0.369
C -1.833952 4.654559 3.096045 0.802 0.745 0.784
C -2.365082 3.644484 2.331012 -0.850 0.515 -0.699
C -5.454885 -0.815561 0.656796 0.484 -0.563 -0.072
C -6.601058 -0.097703 0.438314 -0.783 1.415 0.922
C -7.603851 -0.505708 -0.432629 -0.051 0.058 0.601
C -7.454793 -1.664997 -1.159513 0.336 -0.364 -1.011
C -6.231816 -2.343953 -1.034465 -0.667 -0.839 -0.246
C -5.288520 -1.976035 -0.095675 -0.052 -0.320 -0.708
P -0.328377 -2.522221 -0.626262 -0.090 0.197 0.373
C -1.460629 -3.880814 -1.161833 -0.189 0.248 1.642
C -1.594582 -4.198327 -2.481166 -0.165 0.328 -1.192
C -2.672243 -4.952378 -2.946694 0.465 0.240 0.612
C -3.594096 -5.457002 -2.045886 0.268 -0.514 0.206
C -3.415186 -5.243682 -0.684047 0.495 0.494 1.287
C -2.368694 -4.434882 -0.240848 -0.024 -0.100 -1.181
C 0.385755 -3.261740 0.915463 -0.510 0.172 -0.224
C 0.906285 -4.539066 0.816422 0.451 -0.453 0.153
C 1.566233 -5.088920 1.887437 1.125 -0.510 1.121
C 1.724448 -4.394742 3.107280 0.071 0.528 -0.971
C 1.256694 -3.091698 3.184001 -1.017 -0.587 -0.441
C 0.539316 -2.555341 2.098755 0.099 0.384 0.273
H -4.019764 -2.505391 2.077627 0.079 0.727 -0.027
H -2.665348 -1.222879 2.318130 0.210 -0.005 0.213
H -3.976372 1.117415 2.952659 -0.132 -0.145 -0.844
H -4.787039 1.583044 1.378384 -0.054 0.197 0.295
H -4.575376 1.003483 -0.686069 -0.811 -0.509 -0.010
H -5.329026 2.091256 -2.776680 0.097 0.054 0.052
H -3.885853 3.803603 -3.847400 -0.109 0.217 -0.259
H -1.721278 4.461580 -2.670341 -0.357 0.096 -0.105
H -1.096923 3.385179 -0.598326 -0.125 0.058 -0.157
H 0.242042 1.524256 2.343043 0.529 -1.003 -0.311
H 1.300679 3.304177 3.590518 -1.226 0.101 -0.063
H -0.135738 5.294928 4.258149 0.102 -0.051 -0.435
H -2.387150 5.568600 3.348675 0.036 -0.509 -0.199
H -3.366939 3.768090 1.897242 0.369 -0.090 0.214
H -6.718738 0.792155 1.073805 -0.298 -0.295 -0.477
H -8.534824 0.039026 -0.432815 -0.070 0.204 -0.219
H -8.217541 -1.997475 -1.892150 0.557 0.223 0.650
H -6.038499 -3.245098 -1.644267 -0.094 0.576 0.394
H -4.412268 -2.591703 -0.022020 0.372 0.043 0.084
H -0.863775 -3.741764 -3.144975 -0.114 -0.286 -0.216
H -2.746332 -5.149750 -3.995545 -0.179 -0.144 -0.456
H -4.350269 -6.134529 -2.382586 -0.549 -0.141 -0.205
H -4.013973 -5.656608 0.145804 -0.154 -0.055 -0.959
H -2.248095 -4.223560 0.799402 0.023 0.061 0.603
H 0.874127 -5.066334 -0.130845 -0.061 0.029 0.035
H 2.130621 -6.026224 1.801348 -0.579 0.111 -0.138
H 2.311714 -4.796050 3.923147 -0.081 -0.196 -0.034
H 1.320809 -2.553931 4.109333 0.235 0.372 0.223
H 0.122983 -1.546030 2.173604 0.168 -0.230 -0.067
S 1.276722 -2.687801 -1.878754 0.266 -0.108 -0.548
F 4.724868 2.236946 -1.312636 -0.008 0.240 0.104
C 4.803924 1.512659 -2.451119 0.285 0.224 0.236
C 3.741332 0.777253 -2.876267 -0.835 -0.153 0.045
C 3.944336 0.057116 -4.010725 0.239 -0.867 -0.137
F 2.990183 -0.801106 -4.503013 -0.031 0.367 0.111
C 5.164221 -0.041308 -4.655738 0.126 0.318 0.095
F 5.329558 -0.860174 -5.704324 0.206 -0.108 -0.311
C 6.229952 0.698280 -4.171234 0.524 0.107 -0.432
F 7.454383 0.616103 -4.783985 -0.803 0.099 0.455
C 6.034578 1.519296 -3.068252 1.126 -0.107 0.163
F 7.106434 2.183475 -2.526593 -0.651 -0.286 -0.506
```
Positions in Å, forces in eV/Å.

---

What did we get for calculated total energy? Answer: -3616.98666, -4239.56367 Ha, in the order shown.